1.
A structure of composition C40H54AsBrN3O3S2Si3Sr. Source: OMol25; level of theory: ωB97M-V/def2-TZVPD.

ORCA input file:
```
! RIJCOSX wB97M-V def2-TZVPD def2/J DEFGRID3
* xyz 1 1
H 2.64 -5.35 0.73
C -0.01 6.19 3.95
C 0.87 -4.96 1.91
H -1.04 6.11 3.64
H -2.73 4.87 -2.76
H -4.50 4.66 0.86
H -4.59 -0.66 -1.75
Si -1.41 4.00 -0.84
C -1.35 -4.49 0.73
H -2.36 3.05 -4.01
H -5.78 2.34 -3.63
H -2.09 2.20 2.62
C -5.07 -4.66 4.29
H -5.63 -4.97 5.16
H -3.08 1.75 -4.97
H -4.64 -2.72 5.08
H -3.11 -0.90 -2.69
H -0.40 3.86 1.41
C -3.66 -3.86 2.07
C 2.78 3.24 3.33
C -3.16 2.38 2.73
C -4.24 -5.12 2.08
C 3.10 -1.44 3.66
O -2.21 -2.00 0.89
H 0.69 4.64 -1.95
H 2.61 -0.85 4.42
C 2.15 2.77 4.45
H -3.37 -1.99 3.06
C -5.12 3.77 0.83
H -3.28 3.39 3.14
C 1.45 1.83 1.85
C 0.77 7.25 3.50
H -0.81 -4.28 -0.19
H -5.86 3.86 1.63
C -4.94 -5.52 3.21
C -4.51 -3.39 4.25
H 0.82 3.03 -1.21
As -2.49 1.90 -0.61
S -2.77 -3.38 0.61
Si -4.09 2.23 1.09
H -0.02 3.24 -2.76
C 2.39 -1.88 2.55
N 2.51 3.21 5.78
C 1.88 5.36 5.17
H -3.47 5.35 -1.23
C -2.52 5.20 -1.74
C 0.55 5.24 4.78
C -4.05 -0.33 -2.64
C 1.70 -4.81 0.63
H -0.33 -3.17 2.06
H 3.65 6.55 5.13
H -1.01 -4.58 2.85
N 2.45 4.40 6.08
C 2.08 7.39 3.92
H -0.50 5.53 0.86
H 1.34 -1.63 2.46
H -5.40 -6.50 3.24
H 2.97 3.15 1.18
H 2.67 8.24 3.58
H 1.47 -4.63 2.76
H -6.02 2.11 -1.90
H -1.75 -5.50 0.68
C 2.46 2.76 2.05
H 5.01 -1.41 4.64
Si -3.71 1.51 -2.59
H 1.20 -5.23 -0.25
C -0.48 -4.24 1.96
H -5.73 0.58 0.21
C 1.18 1.75 4.34
H -0.05 4.40 5.12
O 1.06 1.41 0.69
O 0.90 -2.36 0.02
Sr -0.45 -0.35 0.37
Br 0.02 8.51 2.31
C 0.17 3.70 -1.79
C -0.71 -0.19 3.94
H 4.89 -3.47 0.89
C -5.15 0.69 1.12
H 0.72 -6.04 2.04
H -5.16 3.53 -2.50
C 5.09 -2.50 2.80
C 3.04 -2.62 1.58
H -4.16 -5.78 1.23
H -2.03 6.18 -1.81
C 2.63 6.45 4.78
H -5.85 0.73 1.96
C 0.82 1.30 3.05
C 0.53 1.18 5.45
H -1.94 4.73 1.48
H 3.55 3.99 3.42
C -2.60 1.98 -4.02
S 2.19 -3.16 0.11
C -0.41 0.21 5.26
C 4.45 -1.76 3.78
H -4.64 -0.59 -3.51
H 6.14 -2.73 2.89
H -0.93 -0.25 6.09
C -5.31 2.47 -2.65
H -1.65 1.43 -3.98
H -3.56 1.67 3.46
H -1.45 -0.96 3.76
N -0.13 0.33 2.88
C 4.39 -2.92 1.68
H -5.65 3.75 -0.12
H -4.53 -0.20 1.24
H 0.79 1.52 6.45
C -1.03 4.58 0.89
C -3.80 -2.98 3.13
*
```

## Properties
LUMO energy   -0.077 hartree
Kohn-Sham gap   7.08 eV
Energy relative to the best compared isomer or geometry (same formula, charge and spin)   0.0 kcal/mol



2.
A structure of composition C40H54AsBrN3O3S2Si3Sr in a non-equilibrium geometry. Source: OMol25; level of theory: ωB97M-V/def2-TZVPD.

ORCA input file:
```
! RIJCOSX wB97M-V def2-TZVPD def2/J DEFGRID3
* xyz 1 1
H 1.93 6.01 -1.09
C 2.33 -4.49 -3.71
H -4.60 -4.04 2.55
C -4.63 0.52 1.45
Si 1.72 -2.71 -3.52
C 3.37 3.02 -2.10
C 4.82 2.39 2.34
S -0.52 4.17 -1.90
C 0.34 -2.75 1.75
C 6.73 1.65 1.07
C -0.45 4.90 -0.26
C -0.86 -5.31 -1.87
H 1.28 -1.90 -5.86
H -2.23 1.17 4.69
O 2.14 1.14 -0.71
H 2.89 -0.92 0.40
H 3.82 -1.68 -2.60
O 0.02 2.77 -1.80
C -0.43 6.05 2.25
C 2.07 -4.81 0.21
H 6.35 1.07 -0.96
H 4.39 2.76 3.26
H 0.03 -3.03 -5.36
C -2.53 0.81 2.59
H 2.76 2.83 -2.99
C -0.70 6.83 1.13
H 1.93 3.53 -0.63
C 4.57 1.73 0.06
H -2.17 -3.71 0.56
Si -1.47 -3.51 -1.82
H 1.29 0.77 2.25
H 2.89 5.71 -2.53
N -4.57 0.86 3.88
C -0.20 4.11 0.85
C -0.72 6.25 -0.13
C -1.86 0.62 1.35
Sr 0.03 0.78 -1.10
C -7.63 -2.57 2.90
C 5.93 1.45 -0.03
C -4.93 -2.05 3.28
H 3.46 4.37 -0.44
C -1.73 1.02 3.73
H 0.01 -1.38 -4.75
H 1.59 -5.12 -4.20
H 2.58 -4.94 -2.75
C -3.94 0.70 2.63
H 0.05 -3.71 2.20
C -5.33 -3.27 2.78
H -0.94 6.86 -1.00
H -7.96 -0.61 3.71
C 0.66 -2.21 -5.02
Br -7.22 -5.18 1.83
O -1.96 0.14 -0.97
C -7.23 -1.36 3.43
H -5.71 0.49 1.49
H -0.41 6.51 3.23
H -1.67 -6.00 -2.07
H -2.71 -2.18 -0.15
H -0.02 3.05 0.75
Si 1.53 -3.00 0.29
H -3.42 -3.34 -3.37
H 4.37 3.30 -2.41
H 2.92 -4.97 0.88
H 2.88 -0.51 -3.54
H -2.28 -2.03 -3.65
H 0.27 1.16 4.49
H -3.88 -1.86 3.47
H 3.87 -1.71 -4.37
C 3.10 -1.97 0.58
H -8.68 -2.79 2.76
C -0.19 4.70 2.11
N -5.52 0.14 4.24
C 4.01 2.18 1.24
C 6.18 2.13 2.26
C 3.22 -1.55 -3.51
H 3.24 -4.50 -4.33
H -1.94 -3.66 -4.28
H 1.05 4.45 -3.58
C -2.36 -3.10 -3.44
C -0.37 1.01 3.62
H 3.45 -2.07 1.60
S 3.50 1.36 -1.33
C -2.59 -3.25 -0.33
H 0.80 -2.15 2.54
C -6.68 -3.51 2.57
C -5.88 -1.07 3.59
As 0.43 -2.06 -1.61
C -3.99 0.39 0.22
H -3.58 -3.68 -0.49
H 6.82 2.28 3.12
H -0.42 -5.58 -0.91
C -2.59 0.38 0.13
H -0.10 -5.44 -2.64
C 0.87 5.06 -2.70
H 1.28 -5.50 0.52
H 0.46 6.02 -3.04
H 0.00 4.08 2.98
N -0.50 0.61 1.27
C 2.14 5.28 -1.86
H -0.90 7.89 1.24
C 0.21 0.80 2.36
H -4.55 0.25 -0.69
H 3.91 -2.28 -0.09
H 2.39 -5.10 -0.79
H 7.79 1.44 1.02
C 2.72 4.04 -1.17
H -0.56 -2.23 1.43
H 2.94 2.35 1.30
*
```

## Properties
LUMO energy   -0.081 hartree
Kohn-Sham gap   6.91 eV
Energy relative to the best compared isomer or geometry (same formula, charge and spin)   51.5 kcal/mol



3.
A structure of composition C40H54AuFN4O3P2. Source: OMol25; level of theory: ωB97M-V/def2-TZVPD.

ORCA input file:
```
! RIJCOSX wB97M-V def2-TZVPD def2/J DEFGRID3
* xyz 2 3
C 0.41 -3.85 0.42
H 3.88 -2.59 2.53
C 1.96 2.60 -0.27
C 2.43 -0.48 3.36
P 0.17 -1.93 2.34
C 2.82 -2.86 2.61
N 5.11 -0.17 -7.94
H 5.60 1.53 -6.84
H 3.59 3.78 -2.81
P -3.45 0.85 1.02
C 3.59 3.62 -1.74
H -6.15 2.11 0.02
C 3.52 1.04 -6.51
H 2.18 -1.24 1.37
O 0.59 3.20 1.93
C -2.92 2.46 1.71
C 4.10 -1.23 -5.96
C 0.22 -2.18 5.15
C 5.35 -1.16 -6.82
H 5.61 -2.11 -7.27
H 5.38 2.39 -1.65
C -2.29 -1.06 5.56
C -6.73 -0.47 3.16
C -0.51 -1.81 4.04
H 2.66 0.72 -7.11
H 2.69 -3.28 3.61
H -3.24 -0.56 5.71
H 1.21 -2.59 5.03
C -1.52 -1.41 6.64
H 6.20 -0.77 -6.25
H -5.76 -0.57 -0.41
N -2.60 -1.03 3.15
C 4.99 3.31 -1.21
H 0.62 -4.28 2.55
C 0.69 0.61 -0.68
H -2.16 -3.54 1.49
C -4.31 1.05 -0.58
H -5.22 -0.23 -2.05
H -0.32 -3.36 -0.23
H -4.36 -2.35 4.66
H -4.76 3.64 1.62
O 0.07 1.05 2.27
H 5.67 4.13 -1.46
H 5.92 -0.11 -8.55
N 2.63 2.55 -1.43
H 3.28 -1.64 -6.56
H -1.78 -4.13 3.11
H -4.55 2.76 3.14
Au -1.58 -0.59 1.27
H 4.98 3.20 -0.13
H -2.82 3.67 -0.10
C -3.98 -0.85 3.17
C 1.49 0.51 -1.92
C -5.33 2.19 -0.70
H 3.45 -0.69 3.67
C -0.27 -2.00 6.45
C 1.99 -1.59 2.39
C 1.28 -0.58 -2.78
H -1.57 -5.18 1.71
C -5.92 0.25 2.28
H -6.80 -2.00 4.66
C -0.02 -3.69 1.89
O -0.22 -0.24 -0.53
H 3.28 2.02 -6.10
H -4.87 3.17 -0.58
H 1.39 -3.41 0.21
H 4.56 1.85 -8.25
H 2.14 3.46 0.36
H 4.29 -1.93 -5.15
H 2.63 -3.65 1.89
C 2.44 1.47 -2.27
C 2.01 -0.70 -3.92
H -6.38 0.96 1.61
H -1.87 -1.21 7.64
C 3.21 1.29 -3.44
C -6.17 -1.41 4.01
H -5.77 2.15 -1.70
H -1.57 4.04 1.10
C -4.90 -0.30 -1.01
C 0.49 2.02 1.59
H 0.45 -4.91 0.15
C -4.02 3.30 2.35
H 4.01 1.98 -3.68
C -4.55 0.05 2.24
H 0.51 -1.31 -2.53
N 3.81 0.09 -5.44
C -2.15 3.23 0.64
H 2.40 0.50 2.89
C -4.80 -1.60 4.02
H 3.20 4.53 -1.29
H -3.58 4.19 2.81
C 4.74 1.19 -7.40
C 1.04 1.69 0.18
H 1.81 -0.40 4.25
C 3.00 0.22 -4.27
H -3.47 1.27 -1.24
H 0.33 -2.30 7.29
C -1.83 -1.30 4.24
F 1.76 -1.74 -4.76
H -4.17 -1.10 -0.94
H -7.80 -0.30 3.16
H 4.34 -0.52 -8.52
C -1.46 -4.16 2.07
H -2.20 2.17 2.49
H -1.43 2.60 0.11
*
```

## Properties
LUMO energy (alpha / beta)   -0.165 / -0.228 hartree
Expectation value of S²   2.05
Kohn-Sham gap (alpha / beta)   6.77 / 5.99 eV
Energy relative to the best compared isomer or geometry (same formula, charge and spin)   0.0 kcal/mol